The ion C7H14NO2 with charge +1 in a non-equilibrium geometry. Source: the OMol25 dataset; level of theory: ωB97M-V/def2-TZVPD.

The energy above the lowest of the compared OMol25 structures with the same formula, charge and spin comes out at 250.4 kJ/mol. The calculation puts the molecular weight at 144.194 g/mol. Its net charge is +1. The LUMO energy comes out at -3.15 eV. As for the total energy: -480.02914 hartree. The value obtained for the orbital gap is 10.49 eV.

Each line ends with the Löwdin charge.
Positions of all 24 atoms, in Å:
H 0.65843 2.15560 1.79832  0.16
H -1.73657 1.13470 -0.40721  0.13
C 0.14071 0.60675 -0.73488  -0.34
H -1.32289 1.55866 -2.04516  0.19
C 0.81431 -0.65086 1.54760  -0.05
N -1.32630 0.84272 -1.30339  0.26
C 1.03912 -0.05977 -1.74107  0.03
H 0.77832 -1.08266 -1.63749  0.07
H 0.54986 -0.50759 2.58373  0.13
C -0.10277 1.98138 1.01427  -0.18
C 1.86313 -1.41636 1.11907  0.08
H -1.08934 -2.22295 1.06809  0.14
H 1.83217 -1.72026 0.14561  0.02
H -1.96548 0.07364 -1.58958  0.18
H -0.93636 -1.79332 -0.56777  0.07
H -0.68842 2.84853 1.01424  0.13
H 2.41006 -2.05486 1.84582  0.10
C -1.17776 -1.35282 0.34838  0.01
H 1.14577 0.13576 -2.86330  0.14
H -2.25962 -1.13715 0.26524  0.11
O -0.95362 0.91260 1.18536  -0.04
O 0.56438 1.88733 -0.24613  0.03
C -0.27652 -0.16580 0.58987  -0.45
H 2.03939 0.02673 -1.38961  0.09



The molecule C7H14NO2PS in a non-equilibrium geometry. Source: the OMol25 dataset; level of theory: ωB97M-V/def2-TZVPD.

The energy above the lowest of the compared OMol25 structures with the same formula, charge and spin comes out at 375.1 kJ/mol. The calculation puts the molecular weight at 207.235 g/mol. Its net charge is 0. The LUMO energy (spin up / spin down) comes out at -1.86 / -0.56 eV. As for the total energy: -1219.79090 hartree. The value obtained for the orbital gap (spin up / spin down) is 7.06 / 8.02 eV.

Each line ends with the Löwdin charge.
Positions of all 26 atoms, in Å:
H 0.03218 3.27512 0.68632  0.13
C 2.05488 1.37872 0.74123  -0.33
H -1.95762 2.62216 0.09580  0.09
C -1.11794 -2.85837 -1.17444  -0.44
H -0.26431 2.19157 2.55892  0.11
H 0.98700 -0.27066 1.38845  0.07
H 2.78954 0.51723 0.21434  0.17
C 1.24469 0.69438 1.81454  -0.17
H 0.58274 -3.09170 0.16261  0.06
H 2.74549 2.18886 1.05628  0.13
O -1.41296 -1.70436 -0.61433  -0.31
O -1.75226 0.70064 -0.42763  -0.34
H 1.88184 0.54490 2.75380  0.13
H 0.66294 -4.28955 -1.12464  0.11
H -1.81512 -3.57852 -0.80057  0.12
C -0.17915 1.44343 1.75786  -0.10
S -1.36854 -0.07706 -3.18086  0.28
C -1.30160 2.03246 -0.42161  -0.22
P -0.85186 -0.35213 -1.28417  0.47
C 0.29973 -3.20575 -0.86736  -0.09
H -0.93370 0.63163 1.62091  0.11
N 1.20496 1.82639 -0.23060  0.08
C 0.00681 2.24090 0.44976  -0.34
H -1.20471 2.46265 -1.40445  0.10
H 0.96752 -2.56885 -1.52328  0.08
H -1.30054 -2.75410 -2.24687  0.08



A cluster of 2 separate species, C7H14NO3 in total in a non-equilibrium geometry. Source: the OMol25 dataset; level of theory: ωB97M-V/def2-TZVPD.

The energy above the lowest of the compared OMol25 structures with the same formula, charge and spin comes out at 380.9 kJ/mol. The calculation puts the molecular weight at 160.193 g/mol. Its net charge is -1. The LUMO energy comes out at 3.64 eV. As for the total energy: -555.51920 hartree. The value obtained for the orbital gap is 8.12 eV.

Each line ends with the Löwdin charge.
Positions of all 25 atoms, in Å:
H 2.65883 -0.01265 0.45240  0.11
H -2.46379 1.74974 1.28701  0.10
O 0.49324 -1.00270 1.79149  0.09
H 1.95901 -1.91283 -2.26770  0.01
C -1.77765 1.09548 1.93276  -0.11
C 0.64660 0.04512 1.28284  -0.44
C 0.11651 2.46223 0.99993  -0.24
H -1.26451 2.50035 -0.67604  0.03
H 1.47613 1.20960 -0.20591  0.02
H 0.32419 3.14451 -1.07302  0.08
O -1.23492 -2.65954 -1.46911  -0.12
O -0.00542 -0.72450 -1.57183  -0.14
H 1.13623 -0.28764 -0.73408  0.07
H 1.02345 -2.34649 -3.42165  0.06
H 0.06815 3.31150 1.69651  0.09
H -2.18769 0.13311 1.86841  0.06
C -0.52754 3.14185 -0.32406  -0.08
N -0.38025 1.20570 1.65315  -0.09
H 1.37981 -3.51465 -1.87230  0.11
H -2.02439 1.32636 2.92138  0.04
H -0.83683 4.11324 -0.01382  0.04
H 1.14427 2.19012 0.46863  0.08
C -0.14516 -1.98846 -1.73942  -0.66
C 1.13200 -2.48888 -2.37889  -0.04
C 1.59618 0.24095 0.22580  -0.06



The ion C7H14NO4 with charge +1 in a non-equilibrium geometry. Source: the OMol25 dataset; level of theory: ωB97M-V/def2-TZVPD.

The energy above the lowest of the compared OMol25 structures with the same formula, charge and spin comes out at 77.3 kJ/mol. The calculation puts the molecular weight at 176.192 g/mol. Its net charge is +1. The LUMO energy comes out at -2.92 eV. As for the total energy: -630.50698 hartree. The value obtained for the orbital gap is 12.15 eV.

Each line ends with the Löwdin charge.
Positions of all 26 atoms, in Å:
H -1.70730 0.28981 -1.41198  0.15
C 1.84972 1.52292 -0.07384  -0.39
H -2.72565 1.18679 1.40088  0.13
C 0.88947 -1.56057 2.10175  -0.03
C 0.68384 -0.52753 -0.08598  -0.58
H 0.27373 1.96685 -1.33354  0.14
H 0.35739 -2.54474 2.59708  0.17
H -0.35394 0.52984 1.14223  0.16
H -2.04578 -0.57694 0.06122  0.10
H -3.71020 0.80618 -0.18828  0.11
O 0.51987 -0.80396 -1.36418  -0.01
O 1.85041 0.18639 0.21071  0.14
H 1.96392 -1.52119 2.43254  0.12
C 1.20330 -1.84204 -2.04627  0.00
O 2.84445 2.14530 0.03396  0.22
H 0.70701 -2.90393 -2.23743  0.15
H 0.32685 -0.66540 2.49486  0.09
O 0.41970 -1.55479 0.76293  -0.02
H 1.39500 -1.41931 -3.00197  0.09
C -1.72973 0.29573 -0.32579  -0.19
N -0.39276 0.62455 0.14031  0.02
C 0.33400 1.85541 -0.28009  0.06
C -2.75996 1.29582 0.19811  -0.05
H -2.55439 2.39978 -0.07790  0.11
H 0.18265 2.76876 0.41843  0.20
H 2.17836 -1.95372 -1.56774  0.11